[1]
{
  "formula": "C5H8O2",
  "method": "the ωB97M-V functional and the def2-TZVPD basis",
  "lumo_ha": 0.0362,
  "largest_force_ev_per_a": 0.6,
  "smiles": "CC1(OC=O)CC1",
  "de_lowest_kcal_mol": 22.3,
  "charge": 0,
  "e_tot_ev": -9408.8655,
  "species": ["C", "C", "O", "C", "O", "C", "C", "H", "H", "H", "H", "H", "H", "H", "H"],
  "xyz": [[-0.2911, 1.4650, -0.3509], [-0.1864, 0.0738, 0.2170], [1.0459, -0.0986, 0.9112], [2.1507, -0.1940, 0.1519], [2.2034, -0.3129, -1.0438], [-0.7187, -1.1145, -0.5131], [-1.3431, -0.6798, 0.7919], [-1.2323, 1.5875, -0.9026], [0.5454, 1.5959, -1.0507], [-0.2377, 2.2358, 0.4331], [3.0253, -0.1409, 0.8170], [-1.2440, -0.9350, -1.4476], [-0.1132, -2.0152, -0.5076], [-2.3218, -0.2066, 0.7727], [-1.1491, -1.2842, 1.6744]]
}

[2]
{
  "formula": "C5H8O2",
  "method": "the ωB97M-V functional and the def2-TZVPD basis",
  "lumo_ha": 0.0281,
  "largest_force_ev_per_a": 1.0,
  "smiles": "C[C@H]1O[C@H]2C[C@]21O",
  "de_lowest_kcal_mol": 64.1,
  "charge": 0,
  "e_tot_ev": -9407.0505,
  "species": ["C", "C", "O", "C", "C", "C", "O", "H", "H", "H", "H", "H", "H", "H", "H"],
  "xyz": [[0.5378, -0.0158, -1.8293], [-0.4015, -0.5284, -0.7541], [0.2166, -1.5788, 0.0483], [-0.1072, -0.8979, 1.2671], [0.7024, 0.3945, 1.2666], [-0.6035, 0.2761, 0.5191], [-1.7060, 1.0322, 0.8610], [1.2566, 0.6830, -1.3893], [1.1068, -0.8488, -2.2544], [0.0073, 0.4902, -2.6417], [-1.3675, -0.8691, -1.1483], [-0.5163, -1.5106, 2.0655], [0.6764, 1.2138, 1.9794], [1.6826, 0.2923, 0.8139], [-1.4266, 1.9265, 1.0852]]
}

[3]
{
  "formula": "C5H8O2",
  "method": "the ωB97M-V functional and the def2-TZVPD basis",
  "lumo_ha": 0.0369,
  "largest_force_ev_per_a": 0.4,
  "smiles": "C=C1[C@H]2O[C@H]2[C@H]1O.[H][H]",
  "de_lowest_kcal_mol": 92.8,
  "charge": 0,
  "e_tot_ev": -9405.8089,
  "species": ["C", "C", "C", "O", "C", "C", "O", "H", "H", "H", "H", "H", "H", "H", "H"],
  "xyz": [[1.7808, -0.1480, 0.7864], [0.7046, -0.1413, 0.0151], [-0.3075, -1.1718, -0.3796], [-1.6029, -0.5535, -0.2449], [-0.8431, -0.2857, -1.4191], [0.1153, 0.8517, -1.0129], [-0.4930, 2.0199, -0.5530], [2.0568, -1.0261, 1.3656], [2.4231, 0.7241, 0.8741], [-0.2746, -2.2535, -0.3233], [-1.2933, -0.5188, -2.3758], [0.8379, 1.1359, -1.7847], [-1.1833, 1.7268, 0.0616], [-0.7296, -0.1166, 2.8080], [-1.2814, -0.2602, 2.3296]]
}

[4]
{
  "formula": "C5H8O2",
  "method": "the ωB97M-V functional and the def2-TZVPD basis",
  "lumo_ha": 0.0248,
  "largest_force_ev_per_a": 0.3,
  "de_lowest_kcal_mol": 86.3,
  "charge": 0,
  "e_tot_ev": -9406.0901,
  "species": ["C", "C", "C", "O", "C", "C", "O", "H", "H", "H", "H", "H", "H", "H", "H"],
  "xyz": [[-0.9875, 1.3480, -0.2890], [0.0150, 0.2670, 0.0844], [-0.2598, -0.5559, 1.3495], [1.0261, -0.0854, 1.8502], [1.2926, 0.7127, 0.8232], [0.4249, -0.5613, -1.1444], [1.0377, -1.7911, -0.8205], [-1.1949, 2.0183, 0.5519], [-0.6166, 1.9568, -1.1204], [-1.9348, 0.8907, -0.6005], [-0.2716, -1.6431, 1.2555], [-1.0595, -0.2006, 2.0035], [1.0807, 0.0623, -1.7652], [-0.4584, -0.8110, -1.7373], [1.9062, -1.6075, -0.4409]]
}

[5]
{
  "formula": "C5H8O2",
  "method": "the ωB97M-V functional and the def2-TZVPD basis",
  "lumo_ha": [0.0290, 0.0254],
  "largest_force_ev_per_a": 1.6,
  "de_lowest_kcal_mol": 114.9,
  "charge": 0,
  "e_tot_ev": -9404.8510,
  "species": ["O", "C", "C", "C", "C", "O", "C", "H", "H", "H", "H", "H", "H", "H", "H"],
  "xyz": [[-1.8373, 0.1404, 1.4220], [-1.1885, 0.0044, 0.2083], [-0.0090, -0.8132, 0.1993], [1.0916, -0.3884, 1.2696], [1.5188, 0.5441, 0.1702], [0.7324, 1.6415, 0.2551], [1.0353, -0.3604, -0.9182], [-2.2840, 0.9942, 1.4385], [-1.8119, 0.0488, -0.6876], [0.2460, 1.7819, -0.5799], [-0.1452, -1.8964, 0.1906], [0.7288, 0.0703, 2.1898], [1.7760, -1.2162, 1.4647], [0.6478, 0.1075, -1.8309], [1.7008, -1.1874, -1.1712]]
}

[6]
{
  "formula": "C5H8O2",
  "method": "the ωB97M-V functional and the def2-TZVPD basis",
  "lumo_ha": 0.0334,
  "largest_force_ev_per_a": 0.4,
  "de_lowest_kcal_mol": 49.3,
  "charge": 0,
  "e_tot_ev": -9407.6930,
  "species": ["C", "C", "C", "C", "O", "C", "O", "H", "H", "H", "H", "H", "H", "H", "H"],
  "xyz": [[0.8288, -0.5940, 0.5402], [-0.1420, 0.4437, 0.0115], [-0.0556, 1.3305, -1.1766], [-0.2310, 1.9100, 0.2166], [-1.2695, -0.4051, 0.2123], [-0.4267, -1.4913, 0.5387], [-0.4692, -2.4285, -0.4987], [1.6193, -0.9082, -0.1470], [0.2555, -3.0501, -0.3596], [1.2424, -0.3710, 1.5275], [0.9027, 1.4484, -1.6759], [-0.9221, 1.3354, -1.8316], [0.6104, 2.4215, 0.6774], [-1.2089, 2.3066, 0.4745], [-0.7341, -1.9479, 1.4906]]
}

[7]
{
  "formula": "C5H8O2",
  "method": "the ωB97M-V functional and the def2-TZVPD basis",
  "lumo_ha": 0.0255,
  "largest_force_ev_per_a": 3.8,
  "de_lowest_kcal_mol": 128.4,
  "charge": 0,
  "e_tot_ev": -9404.2636,
  "species": ["C", "C", "C", "O", "C", "C", "O", "H", "H", "H", "H", "H", "H", "H", "H"],
  "xyz": [[-0.9683, -0.4088, -1.5362], [-0.5608, -1.0749, -0.4584], [0.8452, -1.0552, 0.0576], [1.7555, -0.0745, -0.4411], [1.3896, -0.0233, 0.9621], [0.5338, 1.1391, 1.4170], [0.4478, 1.9855, 0.4317], [-1.9988, -0.4980, -1.8930], [-0.2810, 0.2473, -2.0858], [-2.0412, 1.1548, 1.1034], [-1.2513, -1.7417, 0.0789], [1.2826, -2.0587, 0.1511], [2.1810, -0.3262, 1.6528], [-2.6661, 0.9383, 1.1470], [0.9672, 1.6464, -0.3442]]
}

[8]
{
  "formula": "C5H8O2",
  "method": "the ωB97M-V functional and the def2-TZVPD basis",
  "lumo_ha": 0.0193,
  "largest_force_ev_per_a": 0.3,
  "de_lowest_kcal_mol": 141.6,
  "charge": 0,
  "e_tot_ev": -9403.6899,
  "species": ["O", "C", "C", "C", "C", "O", "C", "H", "H", "H", "H", "H", "H", "H", "H"],
  "xyz": [[0.2948, -2.1632, 0.4455], [0.2566, -0.7382, 0.7905], [1.0166, 0.1749, -0.1804], [-0.2645, 0.9777, -0.2978], [-0.5265, 2.2133, -0.6899], [0.0233, -2.3472, -0.9987], [-1.0756, -0.1145, 0.3737], [1.2106, -2.4790, 0.5090], [0.5210, -0.6708, 1.8495], [1.2264, -0.3980, -1.0902], [1.9096, 0.6874, 0.1884], [-1.5293, 2.6260, -0.6240], [0.2588, 2.8498, -1.0888], [-1.5459, -0.7886, -0.3497], [-1.7759, 0.1703, 1.1630]]
}

[9]
{
  "formula": "C5H8O2",
  "method": "the ωB97M-V functional and the def2-TZVPD basis",
  "lumo_ha": [-0.0669, -0.0056],
  "largest_force_ev_per_a": 1.9,
  "de_lowest_kcal_mol": 96.9,
  "charge": 0,
  "e_tot_ev": -9405.6287,
  "species": ["O", "C", "C", "C", "C", "C", "O", "H", "H", "H", "H", "H", "H", "H", "H"],
  "xyz": [[1.4886, -0.5982, -1.1426], [1.0867, -0.2622, 0.1462], [0.6928, 1.2452, 0.1811], [-0.7398, 1.2239, -0.1869], [-1.3762, -0.0027, 0.1241], [-0.2549, -1.0516, 0.4401], [-0.5084, -1.9924, -0.4629], [0.8658, -1.3415, -1.3570], [1.8768, -0.4696, 0.8840], [0.7992, 1.6397, 1.2062], [1.3131, 1.8549, -0.4834], [-1.1787, 1.9565, -0.8680], [-2.2580, -0.0982, 0.7691], [-1.7614, -0.3890, -0.8759], [-0.2784, -1.3812, 1.4951]]
}

[10]
{
  "formula": "C5H8O2",
  "method": "the ωB97M-V functional and the def2-TZVPD basis",
  "lumo_ha": 0.0253,
  "largest_force_ev_per_a": 5.1,
  "smiles": "C=CCCC(=O)O",
  "de_lowest_kcal_mol": 90.3,
  "charge": 0,
  "e_tot_ev": -9405.9184,
  "species": ["C", "C", "C", "C", "C", "O", "O", "H", "H", "H", "H", "H", "H", "H", "H"],
  "xyz": [[1.8377, -0.3238, 0.7002], [1.0864, -0.3794, -0.4247], [-0.6200, -1.0464, -0.4400], [-1.6276, -0.0212, 0.0040], [-0.9030, 1.2707, 0.2668], [-0.7836, 1.9321, 1.2467], [0.2738, 1.3388, -0.7648], [2.7961, -0.8273, 0.7318], [1.4582, 0.1379, 1.6055], [1.5116, -0.7676, -1.3419], [-0.7542, -1.2925, -1.4928], [-0.6364, -1.9467, 0.1707], [-2.3683, 0.1775, -0.7758], [-2.1448, -0.2804, 0.9347], [0.8742, 2.0283, -0.4205]]
}

[11]
{
  "formula": "C5H8O2",
  "method": "the ωB97M-V functional and the def2-TZVPD basis",
  "lumo_ha": 0.0269,
  "largest_force_ev_per_a": 6.3,
  "de_lowest_kcal_mol": 110.5,
  "charge": 0,
  "e_tot_ev": -9405.0394,
  "species": ["C", "C", "C", "C", "C", "O", "O", "H", "H", "H", "H", "H", "H", "H", "H"],
  "xyz": [[0.7473, -1.6204, 0.5836], [2.1251, 1.3734, -0.1423], [1.0010, 0.6463, -0.2396], [-0.3136, -0.5726, 0.5003], [-2.3650, 0.1218, -0.1963], [1.0022, -2.3732, -0.3398], [-1.2192, -0.7377, -0.4802], [1.5343, -1.6530, 1.3429], [2.5303, 1.5462, -1.1437], [2.6440, 1.5446, 0.7161], [-0.6199, -0.1128, 1.3878], [0.6560, 0.7703, -1.2397], [-2.4700, 0.2041, 0.7985], [-3.1402, -0.2301, -0.7887], [-2.1121, 1.0930, -0.7590]]
}

[12]
{
  "formula": "C5H8O2",
  "method": "the ωB97M-V functional and the def2-TZVPD basis",
  "lumo_ha": 0.0297,
  "largest_force_ev_per_a": 1.8,
  "smiles": "O=CC/C=C\\CO",
  "de_lowest_kcal_mol": 42.5,
  "charge": 0,
  "e_tot_ev": -9407.9881,
  "species": ["O", "C", "C", "C", "C", "C", "O", "H", "H", "H", "H", "H", "H", "H", "H"],
  "xyz": [[-2.6071, 0.1324, 0.1797], [-1.5537, -0.2930, -0.2673], [-0.6465, -1.3255, 0.3538], [0.7820, -1.1710, -0.0862], [1.4246, -0.0225, -0.2606], [0.8696, 1.3587, -0.0448], [-0.3474, 1.2693, 0.6672], [-1.2433, -0.0168, -1.2954], [-1.0221, -2.3132, 0.0719], [-0.7309, -1.2430, 1.4402], [1.3454, -2.0889, -0.1926], [2.4666, -0.0264, -0.5515], [0.7302, 1.8503, -1.0203], [1.5953, 1.9516, 0.5320], [-1.0625, 1.9379, 0.4740]]
}